(1)
{
  "formula": "C32H42N4OS2SiV",
  "method": "ωB97M-V/def2-TZVPD",
  "charge": 0,
  "de_lowest_ev": 0.000,
  "multiplicity": 2,
  "elements": ["V", "C", "C", "C", "C", "C", "C", "C", "C", "C", "C", "H", "H", "H", "H", "H", "H", "H", "H", "H", "H", "H", "H", "H", "H", "S", "C", "N", "C", "Si", "C", "C", "C", "C", "C", "C", "C", "H", "H", "H", "H", "H", "H", "H", "H", "H", "H", "H", "C", "N", "C", "C", "N", "H", "H", "H", "H", "H", "H", "S", "C", "N", "C", "C", "C", "C", "C", "C", "H", "H", "H", "H", "H", "C", "O", "C", "C", "H", "H", "H", "H", "H", "H"],
  "xyz": [[-0.55245, 0.01555, 0.29683], [-0.36774, -4.69748, -0.63817], [0.51361, -4.24774, -1.80803], [-0.30468, -4.21695, -3.09729], [1.23144, -2.93880, -1.52382], [1.93650, -2.78217, -0.33181], [2.73060, -1.67025, -0.09981], [2.86757, -0.67551, -1.06318], [3.82002, 0.47285, -0.87002], [2.13941, -0.80892, -2.23782], [1.32373, -1.91210, -2.46107], [-0.91251, -5.60291, -0.90796], [-1.09534, -3.92940, -0.38999], [0.22159, -4.91384, 0.25281], [1.30451, -4.99865, -1.92838], [-1.05828, -3.42837, -3.04859], [-0.81610, -5.16906, -3.23941], [0.32839, -4.04599, -3.96889], [1.89888, -3.56022, 0.42119], [3.28966, -1.59406, 0.82730], [4.77893, 0.25032, -1.34281], [4.00525, 0.65240, 0.18978], [3.42975, 1.38794, -1.31886], [2.24614, -0.06068, -3.01584], [0.77789, -1.96893, -3.39101], [-3.83430, -2.85274, -0.86474], [-2.56293, -1.92350, -0.64470], [-1.63161, -1.21171, -0.47540], [-3.08876, -0.42765, 3.05928], [-1.27615, -0.69757, 2.51681], [-1.00633, -2.59844, 2.56719], [-0.11753, -0.13145, 3.93603], [-0.55032, 0.57160, 5.06033], [0.32420, 0.92289, 6.08167], [1.66261, 0.56844, 6.00233], [2.11504, -0.14450, 4.89901], [1.23556, -0.47833, 3.87949], [-3.29597, -0.93168, 4.00630], [-3.76662, -0.83672, 2.30701], [-3.32420, 0.63226, 3.17840], [-1.09479, -2.99801, 3.58030], [-0.01425, -2.86378, 2.19248], [-1.74369, -3.10096, 1.93655], [-1.59581, 0.84744, 5.14425], [-0.03740, 1.46986, 6.94405], [2.34878, 0.84187, 6.79433], [3.15677, -0.44296, 4.84414], [1.60530, -1.03304, 3.02032], [1.95923, 4.06266, 1.46517], [2.32740, 2.68339, 1.78881], [3.46687, 2.41799, 2.66550], [1.67173, 1.71235, 1.23250], [1.07634, 0.88714, 0.66913], [2.23406, 4.70034, 2.30162], [0.88276, 4.11771, 1.31847], [2.46926, 4.41528, 0.56570], [3.68798, 3.31934, 3.23078], [4.35542, 2.14644, 2.09071], [3.22474, 1.61976, 3.36212], [-3.91051, -0.01370, -4.69153], [-2.81449, -1.05517, -3.81423], [-1.68118, -0.55434, -3.49368], [-1.56912, 0.74535, -3.94866], [-0.44936, 1.56276, -3.80935], [-0.46689, 2.82163, -4.37442], [-1.59471, 3.29208, -5.05204], [-2.72351, 2.50590, -5.18479], [-2.69886, 1.22744, -4.63959], [-3.13174, -2.05848, -3.57343], [0.40429, 1.18660, -3.26271], [0.40205, 3.46287, -4.29567], [-1.58400, 4.28776, -5.47575], [-3.60001, 2.86795, -5.70563], [-0.75857, 3.45281, -0.81945], [-1.10151, 2.74090, 0.35479], [-1.65763, 1.46983, 0.09123], [-3.13210, 1.55250, -0.18733], [-0.53504, 4.47984, -0.52797], [-1.57703, 3.46407, -1.54454], [0.12217, 3.00504, -1.29534], [-3.39142, 2.47787, -0.70991], [-3.67504, 1.56204, 0.76426], [-3.47600, 0.69568, -0.76534]],
  "forces_ev_per_angstrom": [[-0.2, 0.1, 0.7], [0.1, 0.0, -0.1], [-0.2, 0.0, 0.0], [0.1, 0.0, 0.1], [0.1, 0.0, -0.1], [0.0, 0.0, 0.1], [0.1, 0.0, -0.1], [0.1, -0.1, -0.1], [-0.1, -0.1, 0.0], [0.0, 0.0, 0.1], [0.0, -0.1, 0.0], [0.0, 0.0, 0.0], [0.0, 0.0, 0.0], [-0.1, 0.0, 0.0], [0.0, 0.0, 0.0], [0.0, 0.0, 0.0], [0.0, 0.0, 0.0], [-0.1, 0.0, 0.0], [0.0, 0.0, 0.0], [0.0, 0.0, 0.0], [0.0, 0.1, 0.0], [0.0, 0.0, 0.0], [0.0, 0.0, 0.0], [-0.1, 0.0, 0.0], [0.0, 0.0, 0.0], [-0.1, -0.1, 0.0], [0.2, 0.3, 0.0], [-1.7, -2.4, -1.3], [0.4, 0.1, -0.1], [-0.1, -0.5, 0.6], [-0.1, 0.2, -0.1], [-0.2, 0.1, -0.2], [0.0, 0.0, 0.0], [0.0, 0.0, 0.0], [0.0, 0.0, 0.0], [0.1, 0.0, 0.0], [0.0, 0.0, 0.0], [0.0, 0.0, 0.0], [0.0, 0.0, 0.0], [0.0, 0.0, 0.0], [0.0, 0.1, 0.0], [0.0, 0.0, 0.0], [0.0, 0.0, 0.0], [0.0, 0.0, 0.0], [0.0, 0.0, 0.0], [0.0, 0.0, 0.0], [0.0, 0.0, 0.0], [0.0, 0.0, 0.0], [-0.1, 0.1, -0.2], [0.0, 0.1, 0.2], [0.2, -0.2, 0.0], [0.1, -0.1, -0.2], [2.1, 1.4, 0.6], [0.0, 0.0, 0.0], [0.0, 0.0, 0.0], [0.0, 0.0, 0.0], [-0.1, 0.0, 0.0], [0.0, 0.0, 0.0], [0.0, 0.0, 0.0], [0.2, 0.0, 0.1], [-0.3, 0.2, -0.2], [0.3, -0.2, 0.0], [-0.4, 0.2, -0.3], [0.0, 0.0, 0.0], [0.1, 0.0, 0.1], [-0.1, 0.0, 0.0], [0.0, 0.1, 0.0], [0.1, -0.2, 0.1], [0.0, -0.1, 0.1], [0.0, 0.0, 0.0], [0.0, 0.0, 0.0], [0.0, 0.0, 0.0], [0.0, 0.0, 0.0], [-0.1, -0.1, 0.1], [-0.1, 0.3, 0.2], [-0.2, 0.8, -0.2], [0.1, 0.0, 0.1], [0.0, 0.0, 0.0], [0.0, 0.0, 0.0], [0.0, 0.0, -0.1], [0.0, 0.0, -0.1], [-0.1, 0.0, 0.0], [0.0, 0.0, 0.0]],
  "lowdin_spin": [1.378, 0.000, 0.000, 0.000, 0.000, 0.001, 0.001, 0.001, 0.000, 0.001, 0.001, 0.000, 0.000, 0.000, 0.000, 0.000, 0.000, 0.000, 0.000, 0.000, 0.000, 0.000, 0.000, 0.000, 0.000, 0.035, 0.035, -0.018, -0.005, -0.012, -0.004, -0.003, -0.001, 0.000, -0.001, 0.000, -0.001, -0.001, 0.000, 0.000, -0.001, 0.000, 0.000, 0.000, 0.000, 0.000, 0.000, 0.000, 0.005, 0.014, 0.005, 0.065, 0.009, 0.000, 0.000, 0.000, 0.001, 0.000, 0.000, 0.000, 0.000, 0.000, -0.002, -0.002, -0.001, 0.000, 0.000, 0.000, 0.000, -0.001, 0.000, 0.000, 0.000, -0.019, -0.051, -0.349, -0.054, -0.001, -0.001, -0.001, -0.005, -0.017, -0.002]
}

---

(2)
{
  "formula": "C38H29N6O7PS5Ti",
  "method": "ωB97M-V/def2-TZVPD",
  "charge": 0,
  "de_lowest_ev": 1.881,
  "elements": ["Ti", "O", "C", "C", "C", "C", "C", "C", "C", "O", "N", "O", "O", "H", "H", "H", "H", "N", "C", "C", "N", "C", "C", "N", "H", "H", "H", "H", "H", "O", "C", "C", "C", "C", "C", "C", "C", "O", "O", "H", "H", "H", "H", "H", "S", "C", "S", "C", "N", "N", "C", "C", "C", "C", "C", "C", "S", "H", "H", "H", "H", "H", "S", "P", "S", "C", "C", "C", "C", "C", "C", "C", "C", "C", "C", "C", "C", "H", "H", "H", "H", "H", "H", "H", "H", "H", "H"],
  "xyz": [[-0.30376, -1.29618, -0.11759], [-0.90896, -0.01494, -1.37637], [-2.10464, 0.30621, -1.62325], [-3.18685, -0.54710, -1.33232], [-4.49871, -0.04830, -1.46241], [-5.53264, -0.90000, -1.24869], [-5.32764, -2.26373, -0.97292], [-4.06259, -2.76967, -0.86771], [-2.95049, -1.91048, -0.98616], [-1.74407, -2.35596, -0.81589], [-6.91865, -0.38763, -1.31603], [-7.81110, -1.20788, -1.25662], [-7.06460, 0.79122, -1.55226], [-2.25767, 1.27918, -2.09683], [-4.67833, 0.99265, -1.70018], [-6.19227, -2.90030, -0.84752], [-3.88768, -3.81775, -0.66719], [4.90762, -0.41943, 1.24102], [3.94973, -0.26346, 0.27787], [2.64555, -0.72699, 0.47690], [1.73318, -0.59937, -0.47724], [2.07107, 0.01916, -1.61827], [3.36722, 0.46091, -1.78653], [4.30955, 0.31154, -0.86224], [4.63536, -0.64743, 2.17966], [5.74961, 0.11729, 1.12035], [2.34962, -1.21715, 1.39438], [1.31406, 0.17461, -2.36946], [3.65546, 0.96823, -2.69828], [0.18500, 2.95549, 1.60753], [-1.13535, 2.83672, 1.68412], [-1.85703, 4.02776, 1.83081], [-3.22407, 3.99630, 1.94191], [-3.93809, 2.78510, 1.91928], [-3.24392, 1.61521, 1.76903], [-1.83788, 1.61718, 1.64310], [-1.15785, 0.37748, 1.39066], [-1.77250, -0.73608, 1.16982], [0.10525, 0.28373, 1.20479], [0.59594, 2.11146, 1.35539], [-1.30356, 4.95679, 1.83381], [-3.76351, 4.93006, 2.04261], [-5.01446, 2.78019, 2.01847], [-3.75998, 0.66369, 1.74290], [4.29291, 5.42706, 0.68664], [2.88662, 5.06435, -0.13610], [2.52597, 3.46916, -0.69775], [0.95447, 3.96076, -1.30618], [0.73085, 5.22087, -1.10342], [1.82127, 5.82506, -0.45915], [1.63206, 7.21125, -0.16196], [2.68648, 8.11124, -0.19923], [2.44874, 9.44878, 0.09038], [1.17441, 9.89326, 0.40644], [0.12305, 8.98536, 0.42112], [0.34612, 7.64830, 0.13682], [-0.10737, 2.82518, -2.04615], [3.67866, 7.77017, -0.44675], [3.27503, 10.14768, 0.05984], [0.99966, 10.93711, 0.63357], [-0.88064, 9.31989, 0.65145], [-0.46684, 6.93702, 0.12118], [0.91766, -3.05573, -1.67516], [0.82442, -4.18911, -0.02167], [0.13554, -3.10678, 1.54732], [-0.19372, -5.63069, -0.37163], [0.27942, -6.59968, -1.25605], [-0.55236, -7.63839, -1.64043], [-1.85361, -7.70926, -1.15290], [-2.32217, -6.74713, -0.27153], [-1.49155, -5.70403, 0.11785], [2.44028, -4.84136, 0.44187], [3.60454, -4.18447, 0.05663], [4.83487, -4.62651, 0.52530], [4.90089, -5.72418, 1.37130], [3.73894, -6.38527, 1.75166], [2.50828, -5.94438, 1.29245], [1.28970, -6.54201, -1.64410], [-0.18771, -8.39484, -2.32294], [-2.50099, -8.52047, -1.46051], [-3.33135, -6.81073, 0.11555], [-1.83921, -4.94933, 0.81389], [3.54601, -3.33939, -0.61908], [5.73910, -4.11359, 0.22503], [5.86053, -6.07112, 1.73217], [3.79291, -7.24515, 2.40634], [1.60284, -6.45725, 1.59542]],
  "forces_ev_per_angstrom": [[1.1, -1.1, 0.8], [-0.4, 0.5, -0.5], [0.2, 0.0, -0.1], [-0.2, 0.2, -0.1], [0.2, 0.0, 0.0], [-0.4, 0.0, 0.3], [0.0, 0.0, 0.0], [0.0, -0.1, 0.0], [0.2, 0.2, 0.0], [-0.8, -0.1, -0.1], [0.3, -0.3, -1.0], [-0.1, 0.0, 0.4], [0.0, 0.2, 0.3], [0.0, 0.0, 0.0], [0.0, 0.0, 0.0], [0.0, 0.0, 0.0], [0.0, 0.0, 0.0], [0.0, -0.1, -0.2], [0.2, 0.0, 0.2], [-0.1, -0.1, -0.1], [0.2, 0.4, -0.1], [-0.1, -0.1, 0.1], [0.2, 0.0, 0.0], [-0.1, 0.0, -0.2], [0.0, 0.1, 0.0], [0.0, 0.0, 0.0], [0.0, 0.0, 0.0], [0.0, 0.0, 0.0], [0.0, 0.0, 0.0], [0.1, 0.0, 0.0], [0.0, 0.1, 0.0], [0.0, 0.0, 0.0], [-0.1, 0.0, 0.0], [0.1, 0.1, 0.0], [0.0, 0.0, 0.0], [-0.1, 0.1, 0.1], [0.0, -0.4, 0.1], [0.0, 0.3, -0.1], [-0.1, 0.1, -0.1], [-0.1, 0.0, 0.0], [0.0, 0.0, 0.0], [0.0, 0.0, 0.0], [0.0, 0.0, 0.0], [0.0, 0.0, 0.0], [-0.2, 0.0, -0.1], [-0.1, 0.0, 0.1], [0.1, -0.3, -0.1], [-0.3, 0.0, -0.1], [0.3, 0.0, 0.2], [-0.3, 0.2, -0.1], [0.0, -0.1, 0.0], [0.0, 0.1, 0.0], [0.0, 0.0, 0.0], [0.0, -0.1, 0.0], [0.0, 0.0, 0.0], [0.0, 0.0, 0.0], [0.3, 0.3, 0.2], [0.0, 0.0, 0.0], [0.0, 0.0, 0.0], [0.0, 0.0, 0.0], [0.0, 0.0, 0.0], [0.0, 0.0, 0.0], [-0.1, 0.1, 0.3], [0.3, -0.2, -0.1], [0.0, 0.2, -0.2], [-0.3, 0.0, 0.1], [0.0, 0.0, 0.0], [0.0, 0.0, 0.0], [0.0, 0.0, 0.0], [0.0, 0.0, 0.0], [0.0, -0.1, 0.1], [0.1, 0.0, 0.0], [0.0, 0.0, 0.0], [0.0, 0.0, 0.0], [0.0, 0.0, 0.0], [0.0, 0.0, 0.0], [0.0, 0.0, 0.0], [0.0, 0.0, 0.0], [0.0, 0.0, 0.0], [0.0, 0.0, 0.0], [0.0, 0.0, 0.0], [0.0, 0.0, 0.0], [0.0, 0.0, 0.0], [0.0, 0.0, 0.0], [0.0, 0.0, 0.0], [0.0, 0.0, 0.0], [0.0, 0.0, 0.0]],
  "lowdin_charge": [0.854, -0.159, -0.097, -0.103, 0.081, -0.126, 0.043, 0.048, -0.278, -0.225, -0.354, 0.083, 0.089, 0.103, 0.145, 0.128, 0.120, 0.146, -0.360, -0.081, -0.103, -0.159, -0.125, 0.151, 0.101, 0.106, 0.099, 0.087, 0.122, 0.090, -0.241, 0.019, -0.044, -0.071, -0.014, -0.066, -0.491, -0.087, -0.068, 0.090, 0.123, 0.113, 0.105, 0.122, 0.532, -1.108, 0.936, -1.152, 0.013, -0.143, -0.203, -0.047, -0.082, -0.099, -0.088, -0.026, 0.501, 0.068, 0.102, 0.098, 0.099, 0.097, 0.464, 0.217, 0.439, -0.391, -0.082, -0.067, -0.072, -0.074, -0.102, -0.390, -0.096, -0.067, -0.072, -0.070, -0.083, 0.116, 0.108, 0.107, 0.107, 0.080, 0.079, 0.109, 0.107, 0.108, 0.113]
}